Molecular formula: C32H79BrCl2I2N3O10S10
Method: DFT, the ωB97M-V functional and the def2-TZVPD basis

Geometry as XYZ:
```
139
Properties=species:S:1:pos:R:3:forces:R:3:lowdin_charge:R:1
C 3.443595 -4.061094 -1.806775 0.084 -0.059 0.034 -0.2698
H -4.764272 -5.241088 5.195607 0.102 -0.004 -0.153 0.0507
H -3.095110 1.386102 6.996642 -0.997 1.081 -1.797 0.0692
H 6.662659 1.608487 -9.088699 -0.059 -0.088 0.005 0.0549
H 0.985999 -1.848757 -0.197930 0.180 -0.192 -0.141 -0.0315
H -8.353709 -1.466467 6.836668 0.034 0.106 0.026 0.0553
H -6.955729 -1.039323 7.855779 -0.121 0.140 -0.079 0.0494
H -3.093421 -4.521364 0.982446 -0.015 -0.055 0.182 0.0563
H -2.996359 1.653496 -17.614406 0.094 -0.018 0.089 0.0585
S 8.084649 4.825364 9.976633 0.017 0.059 0.569 0.8055
H 1.976661 -4.318268 8.009940 0.000 -0.005 -0.166 0.0460
H -0.178396 -0.481683 -6.245363 0.045 0.141 0.022 0.0580
N -1.259825 -0.332335 5.188253 1.471 0.552 1.289 -0.0703
C -1.105857 2.831991 5.392565 -5.174 0.155 -0.621 -0.6649
H -1.452685 2.201876 -18.337936 0.029 -0.044 0.092 0.0527
H 2.383279 -4.236815 3.439546 -0.050 -0.022 0.147 0.0514
H -0.753649 3.566726 -3.111688 -0.039 -0.125 -0.023 0.0600
H -1.577971 3.252928 -4.660922 -0.020 -0.112 0.143 0.0469
O -1.948814 0.578117 -15.169539 0.218 0.504 -0.409 -0.5648
C -2.907657 0.335843 2.919742 -0.495 -0.193 -1.475 -0.1249
H 2.047184 -1.453381 -7.170518 0.040 0.114 0.005 0.0598
H -0.432113 0.332959 -7.819887 0.144 -0.013 0.002 0.0381
O 5.915219 -1.660944 -7.795012 0.161 0.471 -0.422 -0.5639
H -3.512043 0.216658 3.924165 1.630 0.154 -1.995 0.0690
H -2.697776 2.179844 -1.097846 0.006 -0.036 -0.080 0.0534
H 2.400854 4.312535 8.047855 1.211 -2.473 0.006 0.0948
C -1.656037 3.190339 -15.662859 -0.113 0.048 0.060 -0.2715
H -0.908500 2.119394 -1.053357 -0.015 -0.048 -0.099 0.0600
S -1.161119 1.495443 -16.056826 -0.241 -0.171 0.105 0.8233
C -0.555706 0.496631 6.239626 0.925 -1.956 0.485 -0.1211
H -2.158961 2.383891 -10.905884 0.020 -0.105 0.043 0.0509
C 9.776891 4.231057 9.738433 0.082 -0.056 0.067 -0.2715
H 10.465744 5.053087 9.946372 -0.203 -0.045 -0.012 0.0520
H 3.321729 -0.469148 -7.933544 -0.145 0.003 0.140 0.0137
C 2.246649 -0.554340 -7.758084 0.000 0.035 -0.147 -0.2549
H -2.744027 3.281832 -15.706441 0.080 -0.099 -0.017 0.0582
H -3.963026 0.156866 -12.148993 0.081 -0.025 0.137 0.0605
H -1.192293 3.880521 -16.371299 0.010 -0.104 0.042 0.0531
C 0.270884 2.531428 7.562998 0.328 0.916 1.393 -0.1346
H -2.538487 3.671817 -3.219627 0.023 -0.106 -0.028 0.0521
C -0.054457 0.449921 -6.801385 -0.083 0.044 -0.137 -0.2638
C -1.690036 -1.663235 5.825177 0.703 -1.647 2.194 -0.1132
H 3.217534 -5.372038 4.531972 -0.132 0.074 0.065 0.0649
H 1.797600 1.225240 8.679057 0.146 1.688 -1.956 0.1181
H 6.202282 3.366664 9.748065 0.227 0.105 -0.010 0.0075
O 1.836022 2.088401 -7.748114 -0.084 -0.419 0.192 -0.5741
H -0.425232 2.368903 8.519053 1.675 0.219 -1.982 0.1600
C -2.891785 -0.041539 -12.231017 -0.012 0.040 0.111 -0.2732
N -0.454187 1.873286 6.403594 -0.838 -1.966 -2.199 -0.0595
C 7.280706 3.243877 9.622512 0.017 -0.131 0.129 -0.3102
S -1.785461 1.387156 -3.177952 0.378 -0.072 -0.034 0.8132
H -9.099934 1.916687 5.076415 0.078 -0.114 0.151 0.0538
H 4.110562 -3.951281 -0.948236 -0.131 -0.001 -0.009 0.0550
H 3.689247 -3.319796 -2.570600 -0.093 -0.047 0.044 0.0551
C 2.824358 -4.357450 4.431885 -0.012 -0.012 -0.089 -0.2521
O -0.478904 0.742288 -3.533315 -0.509 0.367 0.279 -0.5627
S -3.369449 -4.611126 3.357126 -0.081 -0.651 -0.222 0.8557
S -2.127787 -0.001187 -10.591412 -0.412 -0.228 -0.006 0.7901
C -1.704597 -0.778526 2.728095 -1.243 -0.062 1.776 -0.6293
H 0.295425 -0.298190 8.115695 0.041 0.341 -1.212 0.1049
C 1.938485 -2.178906 -0.618955 0.002 0.032 0.055 -0.2747
H -4.817822 -4.477418 1.432576 0.071 -0.007 0.114 0.0616
Cl 0.789410 0.596791 3.442473 -1.378 -0.970 0.743 0.5473
H -3.710696 1.785203 -10.241027 0.075 -0.113 -0.021 0.0563
Br 4.583094 2.908064 7.247483 -1.400 0.500 0.692 0.5917
C -0.522271 -0.629915 3.901343 -0.463 -1.209 -2.147 -0.5911
H -1.773091 0.462031 -18.125628 0.047 0.114 0.163 0.0517
H -1.029053 -2.611602 5.599230 -0.824 2.210 -0.324 0.1067
C 2.586540 -4.405066 7.107718 -0.012 -0.032 0.084 -0.2637
C -2.616297 2.915750 5.271704 3.672 -1.512 1.380 -0.6473
C 2.843877 3.222809 8.245943 -0.935 0.441 0.927 -0.5407
H 7.986348 -1.955218 -9.894199 -0.138 0.130 0.077 0.0507
H 7.492631 2.948753 8.592324 -0.014 0.087 0.074 0.0320
S 1.724272 -3.846957 -1.286297 0.072 -0.119 0.264 0.8090
H -6.801195 -0.990929 6.080425 -0.058 0.092 0.011 0.0509
S 6.153585 -0.738872 -8.953542 0.077 -0.163 0.333 0.7944
C -8.733075 0.910924 5.294004 0.069 0.057 -0.083 -0.2651
C -1.814289 1.604399 -1.381958 0.067 -0.040 -0.001 -0.2919
C -1.925117 1.455091 -17.696431 -0.118 -0.052 -0.024 -0.2693
H -0.894873 -2.371928 7.949887 -1.478 1.907 -0.878 0.1448
O -6.767530 1.758856 6.897897 -0.264 -0.440 -0.151 -0.5765
O 1.485905 -4.769029 -0.127766 0.190 0.437 -0.285 -0.5762
H 5.415313 1.259328 -7.865175 0.058 -0.109 -0.115 0.0430
O 7.906241 5.104086 11.439409 0.093 -0.285 -0.772 -0.5573
I 0.021523 4.193066 4.074876 -0.269 -1.383 1.504 0.7514
H 2.233345 -1.499597 -1.421454 -0.055 -0.080 -0.008 0.0588
H -2.547848 1.446983 2.743857 -0.542 -2.325 0.577 0.0577
C -3.659554 2.022497 6.189982 -0.190 1.448 0.107 -0.1524
H -1.859599 0.618296 -0.913941 -0.044 0.223 -0.261 -0.0304
H -0.608505 1.246572 -6.299520 0.226 -0.119 0.004 0.0284
C 1.812523 2.022320 7.790819 0.327 -0.607 1.063 -0.2563
C -2.622705 1.693709 -10.197445 -0.096 0.080 0.079 -0.2707
H -2.203705 -0.821812 7.905822 2.199 -1.085 -0.339 0.1302
H 0.011544 -1.697568 3.915091 -0.957 2.502 0.426 0.1284
H 8.539877 -0.843196 -8.615481 -0.138 -0.002 -0.012 0.0572
C 7.872908 -0.953009 -9.474020 0.107 -0.065 0.034 -0.2727
H -4.858527 -6.429331 3.871225 0.106 0.102 -0.009 0.0595
Cl -1.034916 -0.794682 1.000158 -0.497 0.069 1.884 0.6043
O 0.546879 -5.185620 5.563261 0.369 0.591 0.129 -0.5543
O -2.915482 -0.918513 -9.704125 0.255 0.452 -0.270 -0.5699
H -9.567739 0.207526 5.262757 0.055 0.051 0.080 0.0558
H -3.692484 0.113511 2.050618 1.719 0.442 1.834 0.1004
H -4.314464 2.811401 6.792031 1.314 -1.713 -1.345 0.0943
C -4.830862 -5.364635 4.112190 -0.087 0.187 0.078 -0.2576
H -2.280161 1.929606 -9.187070 0.023 -0.116 -0.138 0.0387
S 1.539356 -4.066480 5.671616 0.048 -0.562 -0.129 0.7627
O -3.463373 -3.129944 3.572784 -0.320 -0.025 0.076 -0.5978
I -3.579971 4.308968 3.828223 0.814 -1.476 1.535 0.7558
H 7.127438 0.922705 -7.500989 -0.048 -0.106 -0.069 0.0585
C -1.649283 3.146699 -3.575809 0.104 0.071 -0.031 -0.2651
H 2.994154 -5.416634 7.042667 -0.104 0.076 -0.079 0.0630
H 2.698124 -2.185380 0.166257 -0.028 -0.103 -0.053 0.0559
N -0.000922 -0.605267 7.160653 -3.108 3.566 0.558 0.0648
S -8.003633 0.911162 6.949763 0.144 0.109 -0.092 0.8281
H 8.118562 -0.211711 -10.237845 -0.092 -0.042 0.049 0.0524
H 3.557035 -5.063303 -2.226954 -0.136 0.134 0.074 0.0516
H -5.735580 -4.872894 3.747052 0.118 0.010 -0.037 0.0589
H 3.117659 3.206007 9.398105 -0.597 -0.204 -2.565 0.0880
C 6.367799 0.929179 -8.286200 0.019 0.023 0.119 -0.2630
H 3.397582 -3.675032 7.148531 -0.072 -0.009 -0.054 0.0537
H -7.979211 0.632916 4.553700 0.010 0.013 0.116 0.0559
C -1.295478 -1.398520 7.428487 -0.219 -1.084 -2.215 -0.1232
C -3.852524 -4.943048 1.645609 -0.026 0.191 -0.054 -0.2475
H -2.739759 -1.034599 -12.660214 0.078 0.167 0.115 0.0565
H -4.434017 1.399754 5.546770 1.894 1.320 1.335 0.0791
H -1.313493 3.426236 -14.652485 0.021 -0.133 -0.141 0.0481
S 1.696628 0.903685 -6.839135 -0.122 0.055 -0.193 0.8038
H -2.199188 -1.847907 2.908439 1.170 2.360 -0.433 0.0739
H 9.982553 3.404891 10.423126 -0.100 0.086 -0.008 0.0578
H -3.912324 -6.021965 1.485420 0.073 0.092 0.108 0.0613
H 1.726873 -0.609521 -8.717658 -0.027 0.087 0.095 0.0606
H 7.640492 2.478396 10.314313 0.038 0.127 0.003 0.0595
H -2.768420 -2.061108 5.591644 1.905 1.596 0.398 0.1272
H 3.627939 -3.628737 4.560462 -0.096 -0.005 0.047 0.0558
H 0.291935 3.711757 7.402442 -0.254 -2.742 -0.122 0.1353
H 2.300287 1.488194 6.870083 -1.367 1.117 1.548 0.0899
H -2.419353 0.705246 -12.872521 0.010 -0.175 0.029 0.0206
C -7.477582 -0.819528 6.921326 0.124 -0.048 -0.016 -0.2708
H 9.906897 3.903728 8.704818 -0.060 0.057 0.040 0.0514
```
Forces are in eV/Å.

Computed properties:
- net charge = +1
- E_HOMO (eV) = -9.42
- DFT total energy (eV) = -279029.867
- F_max (eV Å⁻¹) = 5.213
- Kohn-Sham gap (eV) = 5.747
- LUMO level (eV) = -3.675